C27H18BBrClF6O3PSe3TeV | ωB97M-V/def2-TZVPD

Last column: natural (NBO) charge in e.
Geometry (Å):
1 V 0.9334 1.7539 -1.5881  -0.163
2 F -2.6928 4.0906 4.1631  -0.286
3 C -1.8889 3.3983 3.3639  0.273
4 C -1.1981 2.3209 3.8555  0.252
5 F -1.3306 1.9864 5.1362  -0.288
6 C -0.3722 1.6017 3.0172  0.411
7 F 0.2590 0.5703 3.5719  -0.298
8 C -0.1915 1.9335 1.6811  -0.431
9 P 1.0117 0.9923 0.6018  1.116
10 C 0.3071 -0.7059 0.8786  -0.241
11 C -1.0781 -0.8536 0.9845  -0.209
12 C -1.6631 -2.1072 1.0966  -0.208
13 C -0.8711 -3.2463 1.1050  -0.219
14 C 0.5031 -3.1181 0.9891  -0.208
15 C 1.0858 -1.8607 0.8676  -0.224
16 C 2.5287 1.0651 1.6307  -0.380
17 C 3.6417 0.3347 1.2149  -0.175
18 C 4.8570 0.4491 1.8750  -0.197
19 C 4.9861 1.3156 2.9497  -0.205
20 C 3.8980 2.0859 3.3386  -0.234
21 C 2.6843 1.9694 2.6746  -0.117
22 C -0.8985 3.0302 1.2172  -0.142
23 Br -0.7886 3.6116 -0.5712  0.324
24 C -1.7458 3.7480 2.0455  0.349
25 F -2.4472 4.7915 1.5959  -0.300
26 H -1.7192 0.0168 0.9568  0.214
27 H -2.7431 -2.1923 1.1559  0.215
28 H -1.3264 -4.2275 1.1893  0.207
29 H 1.1337 -4.0003 0.9804  0.207
30 H 2.1541 -1.7983 0.7691  0.224
31 H 3.5870 -0.2678 0.3206  0.234
32 H 5.7126 -0.1132 1.5180  0.210
33 H 5.9373 1.4165 3.4612  0.205
34 H 3.9954 2.7965 4.1515  0.206
35 H 1.8677 2.6163 2.9688  0.197
36 Se 2.2103 3.4920 -2.7623  0.029
37 Se 4.0818 2.5982 -4.0178  -0.260
38 Te 4.5547 0.3907 -2.9431  0.138
39 Se 2.1751 -0.1583 -2.2081  -0.296
40 C -1.3042 -4.1772 -2.6833  -0.626
41 C -2.4343 -3.2536 -2.3179  -0.037
42 C -3.6019 -3.7164 -1.7353  -0.220
43 C -4.6283 -2.8387 -1.4146  -0.080
44 Cl -6.0977 -3.4607 -0.6884  -0.036
45 C -4.5018 -1.4883 -1.6640  -0.172
46 C -3.3337 -1.0070 -2.2519  -0.289
47 C -2.3134 -1.8855 -2.5811  0.322
48 O -1.1442 -1.5321 -3.1620  -0.481
49 C -0.9902 -0.2553 -3.7432  -0.169
50 C -0.7122 0.8550 -2.7480  0.715
51 O -0.3233 1.9829 -3.2111  -0.638
52 O -0.8822 0.6700 -1.5109  -0.682
53 H -1.5180 -5.1972 -2.3580  0.204
54 H -0.3708 -3.8433 -2.2245  0.241
55 H -1.1391 -4.1788 -3.7639  0.223
56 H -3.7149 -4.7740 -1.5239  0.218
57 H -5.2999 -0.8077 -1.3979  0.214
58 H -3.2247 0.0567 -2.4146  0.228
59 H -1.8687 0.0259 -4.3338  0.199
60 H -0.1372 -0.3195 -4.4011  0.241
61 F 2.0943 3.9352 0.1495  -0.576
62 B 2.5032 2.9224 -0.7688  0.820
63 F 3.7925 2.5609 -0.4865  -0.549

energy above the lowest of the compared OMol25 structures with the same formula, charge and spin	0.000	eV
E_HOMO (spin up / spin down)	-4.0584 / -4.0515	eV
net charge	-1
LUMO level (spin up / spin down)	2.2 / 2.2	eV
gap between HOMO and LUMO (spin up / spin down)	6.24 / 6.23	eV

***

C3H9N4 | ωB97M-V/def2-TZVPD

Last column: natural (NBO) charge in e.
Geometry (Å):
1 C 1.5198 -1.3242 0.2538  0.072
2 C 2.3888 -1.8654 -0.3834  -0.138
3 C 0.4874 -0.4646 2.0983  0.072
4 N 0.6342 -0.4341 0.7969  -0.510
5 N 3.3116 0.7015 -1.8475  0.028
6 N 2.7818 1.5283 -1.3861  -0.024
7 N -1.0759 1.0016 -0.3377  -0.950
8 H -5.2113 0.0287 -1.2030  0.061
9 H 3.1535 -2.4062 -0.9006  0.268
10 H -0.2373 0.1539 2.4988  0.188
11 H 1.1586 -1.1456 2.7660  0.231
12 H -4.5871 0.4169 -0.8423  -0.060
13 H -1.4982 1.8822 -0.1410  0.429
14 H -0.0931 0.6147 0.1863  0.455
15 H -0.7956 0.9546 -1.3567  0.441
16 H -1.9371 0.3577 -0.2019  0.439

energy above the lowest of the compared OMol25 structures with the same formula, charge and spin	4.218	eV
E_HOMO (spin up / spin down)	-14.1425 / -14.1423	eV
net charge	+1
LUMO level (spin up / spin down)	-4.4 / -4.4	eV
gap between HOMO and LUMO (spin up / spin down)	9.74 / 9.74	eV

***

C27H24CeIN8O5 | ωB97M-V/def2-TZVPD

Last column: Mulliken charge in e.
Geometry (Å):
1 Ce -0.4232 -0.2719 0.3054  0.914
2 C -0.5395 4.2340 -1.5736  -0.796
3 C 0.5973 3.4456 -2.1202  0.339
4 N 1.1248 3.9564 -3.2216  -0.566
5 C 2.1502 3.3498 -3.8266  -0.930
6 C 2.6453 2.1294 -3.4036  0.474
7 C 3.6006 1.3726 -4.2658  -0.982
8 O 2.9988 0.0905 -4.4821  -0.477
9 C 2.0629 1.5438 -2.2441  0.432
10 C 2.5105 0.3053 -1.7754  -0.305
11 N 1.8999 -0.4263 -0.8641  0.276
12 C 2.2451 -1.7952 -0.9273  -0.197
13 C 1.9294 -2.5449 -2.0657  0.230
14 C 2.2434 -3.8957 -2.1035  -0.851
15 C 2.8680 -4.5379 -1.0454  -0.468
16 C 3.2198 -3.8055 0.0935  -0.459
17 C 2.8540 -2.4656 0.1346  0.011
18 I 3.3210 -1.3429 1.8585  0.079
19 C 0.9804 2.1680 -1.5804  0.431
20 O 0.3157 1.6254 -0.5817  -0.331
21 H -1.0176 3.7007 -0.7495  -0.069
22 H -1.2144 4.4579 -2.4055  0.354
23 H -0.1248 5.1628 -1.1978  0.346
24 H 2.5747 3.8848 -4.6692  0.372
25 H 4.5275 1.1878 -3.6495  0.262
26 H 3.8147 1.9351 -5.1756  0.456
27 H 3.0630 -0.1585 -5.4054  0.326
28 H 3.4779 0.0544 -2.1872  0.534
29 H 1.5461 -2.0060 -2.9349  0.467
30 H 1.9114 -4.5358 -2.9536  0.334
31 H 3.0947 -5.6033 -1.0393  0.414
32 H 3.7005 -4.3077 0.9399  0.408
33 O 0.4026 0.4624 2.6002  -0.179
34 C -0.4365 1.4086 3.4463  -0.939
35 C -1.4441 2.1096 2.6679  0.821
36 C -1.8825 3.3234 3.2024  -0.860
37 C -2.8098 4.0631 2.4439  -0.307
38 C -3.4283 3.5073 1.3386  -0.839
39 C -3.0075 2.2060 0.9563  -0.326
40 N -1.9666 1.6034 1.5266  0.405
41 H 1.3026 0.7946 2.7459  0.153
42 H 0.2285 2.1190 3.9432  0.505
43 H -0.8351 0.6885 4.1430  0.359
44 H -1.4469 3.7229 4.1388  0.403
45 H -3.0599 5.0821 2.7963  0.403
46 H -4.1557 3.9954 0.7257  0.498
47 H -3.5116 1.7415 0.1223  0.377
48 C -2.7132 -3.7829 4.6983  -0.977
49 N -1.8603 -3.5382 3.5365  0.092
50 C -1.2698 -4.5835 2.8515  -0.139
51 C -0.7211 -4.3606 1.6243  -1.171
52 C -0.8205 -3.0107 1.1082  1.078
53 O -0.5788 -2.6858 -0.0860  -0.526
54 N -1.1628 -1.9856 1.9244  0.038
55 C -1.4922 -2.2019 3.2321  0.377
56 O -1.5564 -1.2971 4.0474  -0.715
57 H -3.6183 -4.2653 4.3769  0.351
58 H -2.8835 -2.7542 5.0840  0.289
59 H -2.2067 -4.4277 5.4916  0.336
60 H -1.2432 -5.5731 3.3197  0.418
61 H -0.2724 -5.1606 1.0517  0.469
62 N -2.3216 -0.2943 -1.2855  -0.518
63 C -2.8615 0.1898 -2.2394  0.789
64 N -3.5194 0.7535 -3.1898  -0.691
65 C -3.3861 2.0585 -3.4622  0.518
66 N -3.4200 3.1850 -3.7645  -0.520

energy above the lowest of the compared OMol25 structures with the same formula, charge and spin	0.857	eV
E_HOMO	-11.2329	eV
net charge	+1
LUMO level	-5.6	eV
gap between HOMO and LUMO	5.64	eV

***

C6H10O | ωB97M-V/def2-TZVPD

Last column: natural (NBO) charge in e.
Geometry (Å):
1 C -1.5564 0.0332 -0.9085  -0.619
2 C -0.9067 -1.3023 -0.5294  -0.373
3 C 1.1342 1.8743 1.5238  -0.242
4 C 1.0672 1.1644 0.2919  0.246
5 O 1.0682 1.6146 -0.8589  -0.696
6 C 1.0026 -0.2320 0.6464  0.083
7 C 0.6195 -1.2325 -0.3966  -0.504
8 H -1.0220 0.5087 -1.7252  0.239
9 H -1.6865 0.6579 -0.0320  0.206
10 H -2.5325 -0.1475 -1.3549  0.209
11 H -1.3853 -1.6881 0.3728  0.199
12 H -1.1143 -2.0402 -1.3124  0.217
13 H 1.4246 2.9241 1.5250  0.192
14 H 0.8799 1.5447 2.5239  0.192
15 H 1.1190 -0.9560 -1.3173  0.242
16 H 0.8426 -0.5526 1.6682  0.190
17 H 1.0459 -2.1707 -0.1170  0.219

energy above the lowest of the compared OMol25 structures with the same formula, charge and spin	3.159	eV
E_HOMO	-8.3433	eV
LUMO level	-1.7	eV
gap between HOMO and LUMO	6.61	eV

***

C8H8S4 | ωB97M-V/def2-TZVPD

Last column: natural (NBO) charge in e.
Geometry (Å):
1 C -0.8592 -1.1692 -0.3637  -0.185
2 C 0.5167 -1.3398 0.4660  -0.222
3 C -0.2276 0.1676 -1.0472  -0.236
4 C 0.9256 -0.6892 1.7315  -0.212
5 C -2.0316 -0.2654 0.2059  -0.196
6 C 1.1831 -0.0691 -0.2785  -0.172
7 C -1.5456 0.8203 -0.4291  -0.164
8 C 1.6286 0.2829 1.1201  -0.167
9 S -3.3953 -0.4204 1.3249  0.050
10 S 2.5496 -0.3946 -1.4300  0.009
11 S -2.3081 2.3978 -0.7267  0.036
12 S 2.7029 1.5949 1.4845  0.089
13 H -1.1468 -1.9343 -0.9697  0.210
14 H 0.8833 -2.3473 0.3398  0.216
15 H -0.0714 0.4595 -2.1520  0.237
16 H 0.6654 -0.8598 2.7960  0.224
17 H -3.6858 -1.6796 0.9315  0.133
18 H 2.8684 1.0106 -1.3328  0.108
19 H -1.5605 2.5894 -1.8100  0.126
20 H 2.9084 1.8457 0.1394  0.118

energy above the lowest of the compared OMol25 structures with the same formula, charge and spin	0.000	eV
SMILES	SC1=C[C@H]2[C@H]3C(S)=C(S)[C@H]3[C@@]12S
E_HOMO	-8.0900	eV
LUMO level	0.4	eV
gap between HOMO and LUMO	8.46	eV

***

Number 1: maximum force 1.6 eV/A. Number 2: maximum force 3.9 eV/A. Number 3: maximum force 2.7 eV/A. Number 4: maximum force 2.2 eV/A. Number 5: maximum force 4.8 eV/A.